--- a ---
A 2-piece molecular cluster, C4H11N2 overall, computed with ωB97M-V/def2-TZVPD.

Geometry as ORCA input:
```
! wB97M-V def2-TZVPD RIJCOSX def2/J DEFGRID3
* xyz 1 1
C 0.890 2.960 0.166
C 0.047 -0.893 0.351
C -0.733 -1.033 1.617
C 0.005 -1.286 -2.104
N 0.543 1.895 0.721
N -0.519 -1.234 -0.779
H 0.875 3.945 0.635
H 1.014 3.102 -0.984
H 1.108 -0.655 0.451
H -1.728 -0.524 1.676
H -0.196 -0.643 2.401
H -0.912 -2.028 2.011
H 0.768 -0.450 -2.292
H 0.655 -2.254 -2.216
H -0.711 -1.142 -2.857
H 0.353 1.789 1.704
H -1.458 -1.550 -0.501
*
```

orbital gap = 9.1 eV
HOMO = -13.5 eV
LUMO level = -4.43 eV

Results of the Mulliken charge analysis, in e, for atoms 1 through 8: -0.24 0.36 -1.43 -0.79 -0.36 -0.08 0.24 0.19

---

--- b ---
A 2-piece molecular cluster, C4H11N2 overall, computed with ωB97M-V/def2-TZVPD.

Geometry as ORCA input:
```
! wB97M-V def2-TZVPD RIJCOSX def2/J DEFGRID3
* xyz 1 1
C 1.738 -0.557 1.445
C 0.322 -0.804 -0.611
C 0.655 -0.182 -1.922
C -1.259 1.649 1.099
N 0.998 -0.509 0.427
N -0.763 -1.542 -0.589
H 2.247 -1.506 1.617
H 1.694 0.271 2.199
H 0.402 -0.919 -2.732
H 1.683 0.102 -1.857
H -0.029 0.674 -2.172
H -0.296 1.923 1.456
H -2.117 1.597 1.864
H -1.068 0.788 0.505
H -1.285 -1.787 0.175
H -1.403 -1.587 -1.353
H -1.519 2.389 0.449
*
```

orbital gap = 10.8 eV
HOMO = -15.3 eV
LUMO level = -4.49 eV

Results of the Mulliken charge analysis, in e, for atoms 1 through 8: -0.24 0.61 -1.15 -0.54 0.00 -0.34 0.30 0.27

---

--- c ---
An isolated ion of composition C4H11N2 and charge +1, computed with ωB97M-V/def2-TZVPD.

Geometry as ORCA input:
```
! wB97M-V def2-TZVPD RIJCOSX def2/J DEFGRID3
* xyz 1 1
N -1.877 -1.920 -1.519
C -1.819 -0.935 -0.531
C -0.688 -0.211 -0.381
C -0.355 0.837 0.664
C 1.102 1.252 0.421
N 2.191 0.195 0.701
H -1.997 -1.486 -2.431
H -2.576 -2.662 -1.364
H -2.457 -0.905 0.341
H 0.139 -0.334 -1.184
H -0.508 0.515 1.714
H -0.963 1.793 0.651
H 1.327 2.049 1.169
H 1.275 1.735 -0.516
H 1.701 -0.454 1.300
H 2.509 -0.143 -0.204
H 2.995 0.675 1.170
*
```

orbital gap = 8.3 eV
HOMO = -12.0 eV
LUMO level = -3.65 eV

Results of the Mulliken charge analysis, in e, for atoms 1 through 8: -0.51 -0.15 -0.29 -0.46 -0.90 -0.24 0.27 0.26

---

On energetic grounds, c is preferred over the next structure by 0.0074 hartree.

---

--- a ---
A 8-piece molecular cluster, C5H24N3O7 overall, computed with ωB97M-V/def2-TZVPD.

Geometry as ORCA input:
```
! wB97M-V def2-TZVPD RIJCOSX def2/J DEFGRID3
* xyz 1 1
C 0.295 -1.272 -0.832
C -1.102 -1.481 -0.286
C -1.350 -0.914 1.066
C -1.491 0.405 1.391
N -1.364 0.476 2.741
C -1.178 -0.784 3.213
N -1.124 -1.631 2.210
N 1.324 -2.225 -0.280
H 0.613 -0.244 -0.651
H 0.309 -1.327 -1.913
H -1.795 -1.060 -1.023
H -1.436 -2.520 -0.398
H -1.571 1.264 0.750
H -1.471 1.261 3.346
H -1.256 -1.125 4.217
H 1.652 -2.817 -1.039
H 2.153 -1.750 0.097
H 0.905 -2.842 0.470
H 1.299 0.092 -4.358
H 2.132 0.901 -3.439
O 1.297 0.408 -3.449
H -3.991 0.679 -0.549
H -4.843 1.896 0.056
O -4.158 1.623 -0.557
H 1.304 2.712 0.487
H 1.211 1.331 1.162
O 1.758 1.848 0.560
H -0.441 -3.417 2.030
H 0.775 -4.342 2.284
O 0.253 -3.942 1.573
H 3.145 0.586 0.679
H 4.194 -0.504 1.086
O 3.257 -0.333 0.959
H 0.125 1.867 -3.102
H -1.290 2.288 -2.717
O -0.370 2.582 -2.676
H 0.160 3.627 -1.211
H 1.314 4.552 -1.280
O 0.759 4.131 -0.617
*
```

orbital gap = 9.7 eV
HOMO = -12.2 eV
LUMO level = -2.54 eV

Results of the Mulliken charge analysis, in e, for atoms 1 through 8: -0.30 -1.12 0.62 -0.75 -0.02 -0.47 -0.49 -0.04

---

--- b ---
A 8-piece molecular cluster, C5H24N3O7 overall, computed with ωB97M-V/def2-TZVPD.

Geometry as ORCA input:
```
! wB97M-V def2-TZVPD RIJCOSX def2/J DEFGRID3
* xyz 1 1
C 2.452 0.469 -1.839
C 1.050 -0.186 -1.543
C 0.903 -0.541 -0.115
C 0.923 0.245 0.993
N 0.457 -0.528 2.044
C 0.428 -1.790 1.650
N 0.618 -1.817 0.337
N 2.834 0.767 -3.188
H 2.511 1.402 -1.274
H 3.158 -0.263 -1.433
H 0.280 0.542 -1.704
H 0.959 -1.021 -2.221
H 0.889 1.305 1.191
H 0.150 -0.160 2.951
H 0.149 -2.589 2.315
H 0.641 -2.646 -0.235
H 2.413 1.596 -3.585
H 2.641 0.013 -3.829
H -2.723 2.593 0.727
H -3.519 1.704 1.797
O -2.697 1.967 1.453
H 2.583 -3.802 -1.366
H 3.669 -2.696 -1.193
O 2.880 -3.076 -0.819
H -0.838 1.549 -2.294
H -1.999 2.468 -2.376
O -1.388 2.089 -1.730
H -2.443 0.347 0.455
H -2.606 0.474 -0.875
O -2.728 -0.272 -0.255
H -1.892 0.700 2.694
H -2.328 -0.337 3.931
O -1.686 0.229 3.503
H 0.244 2.752 3.705
H -0.998 2.550 2.764
O -0.050 2.425 2.853
H -1.669 -2.131 -0.361
H -1.871 -1.914 -1.894
O -1.395 -2.416 -1.234
*
```

orbital gap = 9.4 eV
HOMO = -12.0 eV
LUMO level = -2.61 eV

Results of the Mulliken charge analysis, in e, for atoms 1 through 8: -0.60 0.90 0.40 -0.94 0.15 -0.45 0.16 -0.58

---

On energetic grounds, a is preferred over the next structure by 0.0499 hartree.

---

--- a ---
An isolated ion of composition C6H8N and charge +1, computed with ωB97M-V/def2-TZVPD.

Geometry as ORCA input:
```
! wB97M-V def2-TZVPD RIJCOSX def2/J DEFGRID3
* xyz 1 1
C -0.239 -0.782 -1.838
C 0.580 0.344 -1.213
C -2.118 -1.271 -0.380
C 1.042 0.528 1.333
C 0.862 0.522 0.137
C 1.407 0.875 2.620
N -1.694 -0.630 -1.397
H -0.151 -0.666 -2.945
H 0.006 -1.860 -1.437
H 0.971 1.098 -1.861
H -3.085 -1.255 -0.005
H 0.624 1.601 2.911
H 2.401 1.463 2.696
H 1.611 0.134 3.467
H -2.217 -0.101 -2.086
*
```

orbital gap (spin up / spin down) = 4.7 / 8.6 eV
HOMO (spin up / spin down) = -11.9 / -14.1 eV
LUMO level (spin up / spin down) = -7.20 / -5.53 eV

Results of the Mulliken charge analysis, in e, for atoms 1 through 8: -0.46 -0.74 -0.18 0.90 0.10 -1.18 -0.06 0.36

---

--- b ---
An isolated ion of composition C6H8N and charge +1, computed with ωB97M-V/def2-TZVPD.

Geometry as ORCA input:
```
! wB97M-V def2-TZVPD RIJCOSX def2/J DEFGRID3
* xyz 1 1
C 1.962 0.190 -0.317
C 3.154 0.331 0.090
C 0.950 0.258 -1.449
C -0.178 -1.396 0.237
C -0.463 -0.081 0.917
C -1.605 0.749 0.614
N 0.548 -0.214 -0.189
H 0.769 1.292 -1.536
H 1.230 -0.400 -2.283
H 0.472 -2.094 0.776
H -0.910 -1.581 -0.455
H -0.050 0.132 1.856
H -1.317 1.762 0.443
H -2.312 0.778 1.464
H -2.250 0.274 -0.168
*
```

orbital gap = 9.5 eV
HOMO = -15.5 eV
LUMO level = -5.99 eV

Results of the Mulliken charge analysis, in e, for atoms 1 through 8: 0.20 -0.49 -0.20 -0.47 0.29 -1.36 0.36 0.30

---

--- c ---
An isolated ion of composition C6H8N and charge +1, computed with ωB97M-V/def2-TZVPD.

Geometry as ORCA input:
```
! wB97M-V def2-TZVPD RIJCOSX def2/J DEFGRID3
* xyz 1 1
C 0.864 1.048 -2.175
C -0.094 1.059 -1.352
C -0.543 0.372 1.370
C -1.481 1.247 0.734
C 0.382 -1.899 0.521
C 0.307 -0.648 1.413
N -1.116 1.131 -0.703
H 1.355 0.107 -2.546
H -2.437 0.766 0.715
H -1.356 2.378 0.836
H -0.480 -2.202 -0.014
H 0.595 -2.810 1.193
H 1.406 -1.706 0.167
H 1.059 -0.763 2.197
H 1.538 1.920 -2.355
*
```

orbital gap (spin up / spin down) = 6.7 / 6.7 eV
HOMO (spin up / spin down) = -13.5 / -13.5 eV
LUMO level (spin up / spin down) = -6.81 / -6.82 eV

Results of the Mulliken charge analysis, in e, for atoms 1 through 8: -0.94 0.81 0.36 -0.20 -1.08 -0.22 -0.36 0.26

---

--- d ---
An isolated ion of composition C6H8N and charge +1, computed with ωB97M-V/def2-TZVPD.

Geometry as ORCA input:
```
! wB97M-V def2-TZVPD RIJCOSX def2/J DEFGRID3
* xyz 1 1
C -2.709 -0.073 0.804
N -1.630 0.262 0.607
C -0.327 0.709 -0.035
C -0.200 1.959 -0.721
C 0.524 -0.312 -0.112
C 0.727 -1.630 0.530
C 1.822 -0.958 -0.332
H -3.434 -0.474 1.471
H -1.254 2.424 -0.632
H 0.411 2.609 -0.054
H 0.071 1.833 -1.808
H 1.072 -1.902 1.503
H 0.200 -2.407 0.026
H 1.932 -1.133 -1.385
H 2.795 -0.908 0.138
*
```

orbital gap = 9.1 eV
HOMO = -14.3 eV
LUMO level = -5.20 eV

Results of the Mulliken charge analysis, in e, for atoms 1 through 8: 0.14 0.06 0.61 -0.99 -0.04 -0.76 -0.48 0.40

---

On energetic grounds, d is preferred over the next structure by 0.0563 hartree.

---

--- a ---
A 2-piece molecular cluster, C3H6N2S2 overall, computed with ωB97M-V/def2-TZVPD.

Geometry as ORCA input:
```
! wB97M-V def2-TZVPD RIJCOSX def2/J DEFGRID3
* xyz 0 1
C 1.163 -0.579 -0.128
C -2.016 0.388 0.396
C 1.325 0.605 -0.995
N 1.352 -0.380 1.127
N 1.283 0.103 2.161
S -2.512 0.387 -1.182
S -1.789 -1.067 1.314
H 1.049 -1.548 -0.557
H -2.095 1.331 0.925
H 0.361 1.124 -1.161
H 1.762 0.363 -1.950
H 1.981 1.409 -0.420
H -1.864 -2.137 0.468
*
```

orbital gap = 7.5 eV
HOMO = -8.1 eV
LUMO level = -0.61 eV

Results of the Mulliken charge analysis, in e, for atoms 1 through 8: -0.06 -0.19 -0.78 0.40 -0.60 -0.19 -0.17 0.39

---

--- b ---
One molecule with the formula C3H6N2S2, computed with ωB97M-V/def2-TZVPD.

Geometry as ORCA input:
```
! wB97M-V def2-TZVPD RIJCOSX def2/J DEFGRID3
* xyz 0 1
C 0.408 1.601 0.077
C -0.391 0.297 -0.132
N -1.633 0.580 -0.427
S -2.940 -0.715 -0.278
N 0.131 -0.830 0.282
C 1.417 -1.222 0.272
S 2.710 -0.513 -0.549
H -0.362 2.461 -0.113
H 1.383 1.845 -0.607
H 0.735 1.691 1.209
H -2.455 -1.697 -1.119
H -0.611 -1.344 0.614
H 1.606 -2.154 0.771
*
```

orbital gap = 8.4 eV
HOMO = -8.9 eV
LUMO level = -0.53 eV

Results of the Mulliken charge analysis, in e, for atoms 1 through 8: -0.97 0.75 -0.53 -0.25 -0.09 -0.14 -0.26 0.30

---

--- c ---
One molecule with the formula C3H6N2S2, computed with ωB97M-V/def2-TZVPD.

Geometry as ORCA input:
```
! wB97M-V def2-TZVPD RIJCOSX def2/J DEFGRID3
* xyz 0 1
C 2.060 0.117 0.208
N 0.709 0.357 -0.423
N -0.170 -0.701 -0.243
C -1.460 -0.556 0.092
S -2.367 -1.867 -0.202
C -2.143 0.755 0.730
S -2.191 2.031 -0.360
H 2.767 0.826 -0.341
H 2.197 0.204 1.398
H 2.495 -0.842 -0.078
H 0.825 0.462 -1.413
H -0.134 -1.565 -0.977
H -2.586 0.778 1.609
*
```

orbital gap = 7.7 eV
HOMO = -8.6 eV
LUMO level = -0.94 eV

Results of the Mulliken charge analysis, in e, for atoms 1 through 8: -0.76 -0.30 -0.13 0.35 -0.40 -0.34 -0.14 0.31

---

On energetic grounds, b is preferred over the next structure by 0.0425 hartree.

---

--- a ---
One molecule with the formula C3H6N2S2, computed with ωB97M-V/def2-TZVPD.

Geometry as ORCA input:
```
! wB97M-V def2-TZVPD RIJCOSX def2/J DEFGRID3
* xyz 0 1
N -1.260 -1.413 0.786
C -0.179 -0.711 0.277
N 0.886 -1.445 0.035
C -0.270 0.652 0.002
C 0.676 1.373 -0.735
S 2.082 0.873 -1.507
S 0.321 3.140 -0.971
H -1.986 -0.956 1.275
H -1.119 -2.375 0.960
H 0.809 -2.457 -0.031
H 1.589 -1.105 -0.579
H -1.168 1.139 0.302
H -0.381 3.285 0.185
*
```

orbital gap = 8.4 eV
HOMO = -8.0 eV
LUMO level = 0.36 eV

Results of the Mulliken charge analysis, in e, for atoms 1 through 8: -0.42 0.69 -0.32 -0.75 0.45 -0.47 -0.22 0.21

---

--- b ---
One molecule with the formula C3H6N2S2, computed with ωB97M-V/def2-TZVPD.

Geometry as ORCA input:
```
! wB97M-V def2-TZVPD RIJCOSX def2/J DEFGRID3
* xyz 0 1
C 2.533 0.104 0.229
S 1.128 0.798 -0.782
N -0.234 0.107 0.048
C -1.005 -0.891 -0.745
S -2.744 -0.524 -0.278
C -2.217 0.788 0.782
N -0.973 0.973 0.794
H 3.311 0.700 -0.113
H 2.678 -0.981 -0.067
H 2.440 0.226 1.271
H -0.966 -0.811 -1.797
H -1.002 -1.999 -0.489
H -2.950 1.511 1.148
*
```

orbital gap = 8.9 eV
HOMO = -8.1 eV
LUMO level = 0.81 eV

Results of the Mulliken charge analysis, in e, for atoms 1 through 8: -0.76 -0.04 0.30 -0.43 -0.18 -0.09 -0.57 0.31

---

On energetic grounds, a is preferred over the next structure by 0.0805 hartree.